Density functional theory data (ωB97M-V/def2-TZVPD) for a 10-piece molecular cluster, C38H76O31S overall.

XYZ file:
```
146
Properties=species:S:1:pos:R:3:forces:R:3:lowdin_charge:R:1
S 0.4368 1.1882 0.0390 0.0675 2.6701 -1.8116 0.75
O -6.7695 -4.5094 0.6085 -2.2893 0.5231 -1.5933 -0.01
O -0.5696 8.5412 3.2515 -0.7848 -0.2503 -1.8737 0.05
O 4.3391 -7.3497 -2.0062 -0.1400 0.7602 0.0958 0.00
O 4.1617 -5.2633 -2.9024 -0.4873 -1.3774 1.8212 -0.05
O 1.8201 2.2074 -5.6591 1.1670 -0.4811 -2.0569 -0.02
O -1.4727 -1.8884 5.9912 -1.0383 0.5474 0.1241 0.11
O 0.0796 -9.5993 -7.2216 0.3723 2.0962 1.3766 -0.01
O 1.0189 4.3476 9.7127 1.8716 -3.5887 -0.4110 0.10
O 1.8943 1.3567 -0.1572 -3.4996 -1.3708 0.8686 -0.26
O -8.2687 -3.8221 -0.7521 0.6215 -0.5570 0.2843 0.05
O 2.5415 2.6912 8.8945 -1.5805 0.9884 1.1227 0.01
O -7.8974 6.2970 3.3483 0.5903 -5.3489 -1.0794 0.05
O 9.8127 1.9583 -6.2722 -0.4875 2.6237 2.0195 0.07
O 1.2927 1.7233 -7.8956 0.5900 0.7382 1.3445 0.11
O -0.1726 -8.8018 -5.0126 0.3420 0.1414 -3.0242 0.09
O 2.9272 -5.9383 -1.0405 -0.1337 0.5922 -0.2783 0.15
O -1.5446 -0.6452 7.8840 -1.1603 0.5032 -0.6770 -0.03
O 0.7873 7.7192 4.8528 -2.0906 1.2779 -0.3044 0.10
O -6.3489 -2.5208 -0.5328 -2.4364 -3.8930 0.3196 0.07
O -0.1591 0.0836 -1.0475 0.7528 1.1079 0.1548 -0.22
O -0.3236 2.4729 -0.0391 1.5396 -3.8664 0.5721 -0.28
O -8.4982 4.0140 2.8449 2.9740 1.1707 0.2512 -0.05
O -0.0357 0.3141 1.3157 0.4403 1.2918 0.0450 -0.20
O 8.8899 3.0865 -4.4986 -1.0225 0.6325 0.8718 0.02
O 1.6606 2.4794 10.9260 0.7835 -0.0978 -2.3544 -0.03
O 3.0976 0.9107 -6.8993 1.3567 -0.0923 2.1836 0.02
O -1.2187 8.8708 5.2311 0.7620 0.0437 -0.0215 0.00
O -6.4100 4.5972 2.9332 -0.5822 -0.1606 -0.6427 0.02
O -3.1046 -0.2753 6.3300 2.0299 -0.2366 1.1963 0.01
O -0.5678 -7.4602 -6.8320 0.8113 -1.7398 -0.2759 -0.02
O 10.5968 3.8695 -5.3707 2.3670 2.3517 0.3172 0.08
C -0.1881 -8.6307 -6.2376 -0.2519 -1.0509 1.5290 -0.48
C 12.6999 4.9054 -5.8508 0.4652 1.8363 1.8169 -0.08
C -10.5240 -3.1205 -0.8448 -0.7560 0.5733 0.6805 -0.06
C -7.6214 5.0687 3.0768 -2.4149 3.9848 0.6987 -0.48
C 1.4978 2.8176 6.6362 -0.5126 0.3117 1.2561 -0.06
C -0.2231 8.3180 4.4757 1.3669 -0.9656 2.1776 -0.58
C 4.4844 -8.1666 -4.3491 1.2626 0.4259 1.5221 -0.05
C 2.6167 3.2875 7.5929 -0.5233 0.5626 -1.8746 -0.22
C 11.7695 3.7988 -6.1759 0.8107 -0.1815 -1.4734 -0.22
C 0.6673 2.4522 11.9129 -0.6377 1.8824 1.2129 -0.08
C 0.5245 -11.6770 -8.1493 1.0630 -0.5387 -2.4323 -0.10
C 0.5657 2.7964 -5.4086 -1.3891 0.1330 0.3374 -0.08
C 2.5777 -1.3850 -7.8786 0.2561 1.3852 -0.2153 -0.04
C -5.5179 -4.6375 1.1442 2.0588 -0.3596 -0.2957 -0.09
C 7.9170 2.1122 -4.1798 -0.7276 -0.4621 -0.3402 -0.04
C 9.7508 2.9281 -5.4710 -0.6288 -5.2198 -2.1125 -0.63
C 3.6412 -3.9425 -2.8562 -0.3527 0.3813 -1.6902 -0.06
C -0.7554 -6.2776 -6.0607 -0.2786 0.6180 -0.0509 -0.05
C -3.8171 -0.4730 5.1140 -1.1051 -0.3116 0.8739 -0.21
C 3.4220 -0.0343 -7.9004 -1.1710 -1.4952 -0.7078 -0.17
C -5.2031 0.1204 5.4190 -0.1916 -0.3656 -0.5344 -0.06
C 3.7144 -6.1397 -1.9075 1.7642 -0.5463 -1.3908 -0.53
C -4.1949 4.2344 3.1413 0.2479 0.5419 0.0615 -0.06
C -7.0520 -3.5553 -0.3235 2.4149 2.9951 1.6882 -0.50
C -9.8765 4.0551 3.1824 1.1039 1.2310 -0.1169 -0.04
C -9.0905 -2.7312 -1.0542 -0.7138 1.5030 -1.4940 -0.25
C -0.5458 7.8486 0.9237 -0.7680 0.9673 1.4500 -0.06
C -0.4347 -1.3935 8.4184 -0.1837 -0.3512 -1.2680 -0.03
C -0.5072 -0.9787 1.0001 0.0449 -1.3198 -1.4790 -0.17
C -5.2254 5.3815 2.9228 2.1317 -0.4626 1.0638 -0.19
C 0.2658 8.0633 2.1870 1.5425 0.6419 -0.8336 -0.21
C 2.0424 1.6729 -6.9335 -2.6212 -0.5199 -0.0915 -0.55
C 0.5956 -10.9649 -6.9051 -2.2782 1.8955 2.5836 -0.22
C -0.9879 -0.9346 -0.4793 0.4180 0.7686 1.4364 -0.15
C -2.0225 -1.0390 6.6569 1.0142 0.3996 0.3002 -0.53
C 1.6405 3.2702 9.7909 -0.5494 1.7035 0.9330 -0.45
C 5.2730 -7.7676 -3.0290 -0.9754 -0.6092 -1.2674 -0.19
C -1.1212 8.7941 6.6418 0.4280 -0.7876 1.3084 -0.06
H 13.6328 5.0595 -6.3931 -0.5172 -0.4944 -0.9732 0.08
H -1.2722 7.1235 1.2907 -0.2474 -0.3890 -1.1802 0.08
H 0.8810 -12.6930 -7.9798 -0.4344 -0.1954 -0.2539 0.09
H -8.8556 -1.8350 -0.4800 0.2669 -0.2607 0.4141 0.13
H -0.3599 -5.4460 -6.6438 0.4717 -0.2218 -0.0426 0.09
H -5.1581 6.1674 3.6750 -0.6045 -0.4595 0.6611 0.12
H -4.9604 5.9816 2.0522 -0.8605 -0.6575 -0.8510 0.12
H -3.3806 -0.0293 4.2192 0.4467 0.2732 0.3372 0.12
H 0.8255 7.1615 2.4354 -0.1841 0.1269 0.4766 0.13
H -5.3638 -4.0755 2.0654 -0.1304 0.1764 -0.1060 0.10
H -11.2182 -2.3685 -1.2199 0.2722 0.1298 -0.6280 0.08
H -0.0041 -0.9154 9.2983 -0.6550 0.1482 -0.0356 0.09
H -0.7830 -1.8772 -0.9867 -0.1617 0.2233 -0.0491 0.13
H -5.7503 0.1123 4.4763 -0.3251 0.0127 0.0955 0.07
H 1.3281 1.7500 6.7761 -0.0051 -0.0326 -0.2032 0.07
H 0.4886 3.4177 12.3863 0.4161 0.6751 -0.3249 0.08
H 0.3358 -1.4221 7.6480 0.0869 -0.2438 0.0897 0.09
H -1.8142 -6.0237 -6.0095 -0.1546 -0.5175 0.3299 0.09
H 1.5355 -11.0115 -6.3551 0.2100 0.6069 -0.4057 0.13
H 6.1318 -7.1103 -3.1657 -0.4431 0.5001 -0.0524 0.12
H 2.5556 -3.9259 -2.7595 0.1248 -0.0655 0.7713 0.09
H -0.1124 8.6057 7.0091 0.1603 -0.1248 -0.4686 0.09
H 0.5528 3.2161 -4.4028 0.5803 -0.0519 -0.0373 0.09
H -0.2239 2.0451 -5.3944 0.0470 -0.2389 -0.2319 0.09
H -0.1577 -11.3482 -6.2169 0.0830 -0.2058 0.2484 0.12
H -4.2556 3.7937 4.1364 -0.5500 0.0200 0.0195 0.07
H -0.3036 -6.2895 -5.0688 -0.0447 -0.3557 -0.1478 0.09
H -10.7473 -3.0201 0.2174 0.0433 -0.8557 0.2168 0.08
H 7.4033 1.7319 -5.0627 0.3944 -0.1709 -0.1564 0.09
H -4.4145 3.4656 2.4005 0.1533 -0.0177 0.0561 0.08
H 3.1076 -2.2010 -7.3872 -0.2108 0.2586 0.4413 0.06
H 4.0405 -7.2958 -4.8316 -0.1993 -0.2066 0.1224 0.07
H 4.4325 -0.3722 -7.6706 0.1521 0.8296 -0.4849 0.12
H -1.7419 7.9835 7.0234 -0.0503 -0.1785 -0.2519 0.09
H -2.0390 -0.6461 -0.4792 0.0246 0.0291 -0.5367 0.13
H 2.5746 4.3762 7.6250 0.0315 -0.0114 0.4860 0.12
H -1.4463 9.6730 7.1986 -0.2211 0.4635 -0.9106 0.09
H -4.8066 -4.3536 0.3686 0.4301 0.2284 0.3577 0.10
H -3.8683 -1.5517 4.9661 -0.2169 -0.0076 -0.2901 0.12
H -9.9377 3.9506 4.2656 -0.5358 -0.3561 -0.1140 0.10
H 3.2241 0.4701 -8.8461 0.6684 -0.2531 -0.1730 0.12
H -0.3536 2.2345 11.5992 0.3263 -0.9650 -0.4124 0.10
H 3.7813 -3.6118 -3.8854 0.1907 0.2154 -0.0494 0.09
H -0.8164 -2.3988 8.5966 0.4360 -0.0384 0.3077 0.10
H -8.9184 -2.4068 -2.0805 0.0763 -0.2597 -0.2383 0.13
H 0.2252 3.5847 -6.0800 0.5581 -0.0746 -0.3702 0.09
H 4.1928 -3.2309 -2.2418 -0.1880 -0.4625 0.4998 0.10
H 1.5948 -1.1593 -7.4651 0.0347 -0.3598 0.1807 0.07
H -10.8167 -4.0823 -1.2658 0.2205 0.0101 0.2039 0.09
H -0.4206 -11.5782 -8.6833 -0.2878 -0.4970 0.5818 0.09
H 3.5365 3.0430 7.0614 0.4465 -0.3718 1.0183 0.12
H -3.1386 4.4965 3.0810 -0.0873 0.4612 -0.4395 0.07
H -5.3645 -5.6999 1.3337 -0.0503 0.0473 0.2021 0.10
H 8.3596 1.3022 -3.6000 0.0437 -0.0111 -0.1554 0.10
H -1.0582 8.7928 0.7394 -0.3267 -0.0553 -0.0998 0.08
H 5.1803 -8.6467 -5.0371 0.0383 0.0669 -0.0591 0.07
H 1.6469 3.0551 5.5828 0.4690 -0.0409 0.1472 0.08
H -10.2436 3.2352 2.5650 -0.6897 0.2869 0.4855 0.10
H -10.1839 5.0619 2.8999 -0.8529 -0.2444 -0.0454 0.09
H 7.1276 2.5834 -3.5942 0.3917 0.2643 0.1560 0.09
H 0.3201 -1.6877 1.0297 0.0422 0.0417 0.4791 0.13
H 0.0276 7.6602 0.0160 0.0382 -0.6673 0.4281 0.09
H 12.1537 5.8481 -5.8182 0.0720 0.1809 -0.2881 0.08
H 1.2087 -11.2294 -8.8702 0.3967 -0.0297 -0.0126 0.09
H 0.9669 8.8787 2.0093 0.3752 -0.1458 0.1032 0.13
H -5.7498 -0.4468 6.1724 0.1258 -0.4460 -0.2130 0.08
H -1.3349 -1.3008 1.6320 0.3169 0.4124 0.3351 0.13
H 0.6028 3.3627 6.9362 -0.3096 -0.2590 -0.0616 0.07
H 1.0724 1.9097 12.7672 -0.2632 -0.7638 -0.5505 0.10
H 12.3428 2.8810 -6.0457 -0.7512 -0.4509 -0.0532 0.13
H 11.4598 3.9351 -7.2120 -0.0217 -0.5273 -0.0831 0.13
H 3.7790 -8.9250 -4.0094 -0.3522 0.2688 -0.3477 0.07
H 2.4227 -1.7299 -8.9009 -0.0043 0.2111 -0.0985 0.07
H 5.6918 -8.7001 -2.6506 -0.1424 0.0829 0.2954 0.11
H -5.2548 1.1302 5.8260 0.7506 0.1699 -0.3396 0.07
H 13.1333 4.8358 -4.8531 -0.4032 -0.3732 0.4526 0.08
```
Positions in Å, forces in eV/Å.

The value obtained for the energy above the lowest of the compared OMol25 structures with the same formula, charge and spin is 6.264 eV. Its spin multiplicity is 1. The LUMO energy comes out at 0.0009 hartree. For the HOMO energy, the calculation gives -0.3839 hartree. The SMILES is O=S1(=O)OCCO1.CCOC(=O)OC.CCOC(=O)OC.CCOC(=O)OC.CCOC(=O)OC.CCOC(=O)OC.CCOC(=O)OC.CCOC(=O)OC.CCOC(=O)OC.CCOC(=O)OC. Its largest force on an atom is 5.67 eV/Å. As for the molar mass: 1061.06 g/mol.